Entry 1:
DFT (ωB97M-V with the def2-TZVPD basis set) results for an isolated molecule of C6H9N.

Positions of all 16 atoms, in Å:
C -1.101 -1.782 -0.789
C 0.023 -0.981 -1.308
C 0.236 1.104 -0.448
C 0.128 1.923 0.836
C 0.849 -0.326 -0.254
C 0.746 -0.802 1.139
N 0.672 -1.203 2.223
H -1.425 -1.663 0.256
H -1.952 -1.812 -1.476
H -0.623 -2.777 -0.873
H -0.775 1.004 -0.870
H 0.831 1.630 -1.194
H -0.327 2.890 0.611
H -0.497 1.413 1.576
H 1.107 2.110 1.283
H 1.906 -0.288 -0.522

Output
- molar mass (g mol⁻¹) = 95.1
- Kohn-Sham gap (eV) = 9.012
- charge = 0
- multiplicity = 1
- largest force on an atom (eV/A) = 1.14

=====

Entry 2:
DFT (ωB97M-V with the def2-TZVPD basis set) results for a structure of composition C15H35EuN4O6P.

Positions of all 62 atoms, in Å:
O -1.251 0.137 -4.249
H -0.706 0.334 -5.026
Eu -0.839 0.526 -1.548
N -0.710 2.380 0.294
N 0.742 2.287 -1.818
N -2.063 -0.570 0.424
N -1.471 -1.722 -1.897
O -1.506 2.366 1.344
O -2.400 -0.054 1.655
O -0.976 -2.362 -3.061
O 1.436 1.193 -2.036
C 1.152 3.209 -0.886
C 0.307 3.304 0.269
C -2.356 -1.881 0.322
C -1.952 -2.520 -0.939
C 0.587 4.217 1.410
H 1.276 3.732 2.142
H -0.348 4.490 1.921
H 1.088 5.130 1.040
C 2.379 3.988 -1.139
H 2.384 4.262 -2.197
H 3.279 3.384 -0.957
H 2.421 4.892 -0.522
C -3.063 -2.626 1.401
C -2.138 -3.973 -1.165
H -3.518 -1.933 2.111
H -2.385 -3.282 1.965
H -3.847 -3.247 0.948
H -1.578 -4.240 -2.061
H -3.209 -4.185 -1.336
H -1.805 -4.569 -0.303
H -2.031 0.905 1.609
H -0.988 -1.621 -3.738
C -2.076 1.281 -3.876
H -1.423 2.113 -3.521
H -2.814 0.951 -3.098
H -2.695 1.697 -4.706
O -4.082 3.061 -0.011
H -4.569 2.212 -0.084
H -3.202 2.706 0.409
C 0.658 -3.099 2.390
C 1.526 -1.841 2.429
P 1.204 -0.696 1.010
C 2.496 0.571 1.385
C 2.188 1.340 2.673
C 1.955 -1.595 -0.424
C 3.274 -2.315 -0.152
H -0.407 -2.839 2.472
H 0.911 -3.745 3.241
H 0.810 -3.683 1.471
H 1.304 -1.270 3.346
H 2.599 -2.095 2.444
H 3.473 0.062 1.438
H 2.507 1.251 0.513
H 2.476 0.758 3.561
H 2.763 2.276 2.684
H 1.118 1.591 2.754
H 1.181 -2.298 -0.782
H 2.092 -0.846 -1.225
H 3.171 -3.075 0.631
H 3.588 -2.820 -1.079
H 4.065 -1.607 0.127

Output
- molar mass (g mol⁻¹) = 550.4
- Kohn-Sham gap (spin up / spin down) (eV) = 5.016 / 6.637
- charge = +1
- multiplicity = 7
- largest force on an atom (eV/A) = 3.85

=====

Entry 3:
DFT (ωB97M-V with the def2-TZVPD basis set) results for an isolated molecule of C4H7NO3.

Positions of all 15 atoms, in Å:
C 0.903 0.073 -0.678
C -0.053 0.721 -1.674
C -0.506 -0.292 1.217
N 1.124 -1.318 -0.965
C -1.120 0.491 2.474
O 0.449 0.473 0.709
O -0.997 -1.347 0.875
O -2.021 -0.001 3.127
H 1.874 0.567 -0.791
H 1.718 -1.747 -0.260
H 0.232 -1.817 -0.943
H -0.717 1.505 2.650
H -1.045 0.262 -1.601
H -0.166 1.785 -1.443
H 0.325 0.644 -2.698

Output
- molar mass (g mol⁻¹) = 117.1
- Kohn-Sham gap (eV) = 9.684
- charge = 0
- multiplicity = 1
- largest force on an atom (eV/A) = 2.39

=====

Entry 4:
DFT (ωB97M-V with the def2-TZVPD basis set) results for a structure of composition C16H23BNO5RhS2.

Positions of all 49 atoms, in Å:
Rh -1.241 -0.605 0.715
C -1.984 2.623 2.113
S -2.583 1.035 2.566
O -3.497 1.215 3.652
O -3.163 0.466 1.318
O -1.386 0.204 2.892
H -2.825 3.186 1.713
H -1.200 2.523 1.364
H -1.596 3.101 3.011
S -0.792 -4.793 2.470
C 0.285 -4.618 1.158
C 0.171 -3.379 0.630
N -0.769 -2.587 1.269
C -1.339 -3.214 2.254
H 0.938 -5.418 0.852
H 0.728 -2.973 -0.196
H -2.090 -2.759 2.886
C 2.212 2.718 -1.293
C 2.012 1.822 -0.090
C 2.397 2.551 1.186
O 0.585 1.522 0.021
B 0.482 0.208 0.364
O 1.665 -0.484 0.366
C 2.667 0.399 -0.219
C 3.960 0.233 0.550
C 2.843 -0.049 -1.661
H 1.722 3.676 -1.114
H 1.784 2.282 -2.193
H 3.275 2.903 -1.460
H 1.758 3.428 1.292
H 3.437 2.879 1.159
H 2.251 1.919 2.064
H 3.807 0.358 1.619
H 4.705 0.957 0.212
H 4.357 -0.768 0.377
H 1.908 0.030 -2.217
H 3.146 -1.097 -1.664
H 3.609 0.536 -2.172
C -3.586 -0.945 -3.310
C -3.620 -2.000 -2.411
C -2.839 -1.966 -1.257
C -2.027 -0.869 -1.007
C -1.981 0.189 -1.911
C -2.760 0.147 -3.060
H -4.211 -0.962 -4.194
H -4.258 -2.854 -2.604
H -2.882 -2.793 -0.557
H -1.349 1.051 -1.721
H -2.728 0.973 -3.761

Output
- molar mass (g mol⁻¹) = 487.2
- Kohn-Sham gap (spin up / spin down) (eV) = 7.979 / 7.979
- charge = 0
- multiplicity = 1
- largest force on an atom (eV/A) = 3.50

=====

Entry 5:
DFT (ωB97M-V with the def2-TZVPD basis set) results for a cluster of 2 separate species, C5H14 in total.

Positions of all 19 atoms, in Å:
C -0.709 -2.172 -1.605
C 0.756 -2.542 -1.706
H -1.002 -1.396 -2.311
H -1.142 -3.090 -1.848
H -0.857 -1.984 -0.582
H 0.764 -3.436 -1.068
H 1.424 -1.924 -1.225
H 1.154 -2.732 -2.730
C -0.328 1.271 1.027
C -1.060 2.464 1.640
C 1.183 1.495 0.976
H -0.615 1.210 -0.030
H -0.569 0.331 1.488
H -0.439 2.598 2.559
H -1.203 3.322 0.932
H 1.581 0.595 0.663
H 1.684 1.731 1.788
H -2.067 2.131 1.962
H 1.446 2.128 0.068

Output
- molar mass (g mol⁻¹) = 74.2
- Kohn-Sham gap (eV) = 12.494
- charge = 0
- multiplicity = 1
- largest force on an atom (eV/A) = 5.94

=====

Entry 6:
DFT (ωB97M-V with the def2-TZVPD basis set) results for a cluster of 2 separate species, C5H15NO in total.

Positions of all 22 atoms, in Å:
C -1.160 -0.348 -1.403
C 0.138 -1.129 -1.206
N 0.813 -0.975 0.084
C 0.005 -1.445 1.225
C -0.780 -0.344 1.981
C 1.539 0.240 0.339
H -2.006 -0.867 -0.959
H -0.933 0.642 -0.987
H -1.504 -0.077 -2.403
H 0.883 -1.073 -1.997
H -0.155 -2.187 -1.274
H 0.642 -1.995 1.920
H -0.710 -2.174 0.843
H -1.590 -0.799 2.553
H -1.149 0.412 1.303
H -0.110 0.101 2.720
H 2.122 0.458 -0.580
H 2.298 0.150 1.113
H 1.136 1.261 0.393
H -0.841 3.050 -1.639
H 0.376 3.717 -1.031
O -0.343 3.093 -0.831

Output
- molar mass (g mol⁻¹) = 105.2
- Kohn-Sham gap (eV) = 8.664
- charge = 0
- multiplicity = 1
- largest force on an atom (eV/A) = 2.80

=====

Entry 7:
DFT (ωB97M-V with the def2-TZVPD basis set) results for a cluster of 2 separate species, C13H22NO2S in total.

Positions of all 39 atoms, in Å:
C 4.948 -2.820 0.285
O 4.259 -1.581 0.546
C 2.929 -1.475 0.336
C 2.330 -0.224 0.634
C 0.970 -0.061 0.511
C 0.130 -1.134 0.112
C -1.304 -0.942 0.071
N -2.173 -1.836 0.516
C -3.595 -1.719 0.200
C -1.767 -3.081 1.176
C 0.760 -2.363 -0.252
C 2.126 -2.545 -0.138
H 5.980 -2.589 0.559
H 4.563 -3.636 0.907
H 4.889 -3.097 -0.774
H 2.989 0.579 0.965
H 0.509 0.904 0.739
H -1.723 -0.021 -0.355
H -4.088 -2.609 0.596
H -4.047 -0.825 0.642
H -3.750 -1.671 -0.887
H -2.660 -3.475 1.673
H -1.423 -3.824 0.442
H -0.973 -2.921 1.915
H 0.159 -3.187 -0.644
H 2.575 -3.508 -0.401
C -1.361 5.343 -0.807
S -1.359 3.539 -1.023
C 0.424 3.232 -1.064
C -2.008 2.674 0.203
O -1.940 3.273 -2.351
H -0.926 5.624 0.156
H -0.768 5.753 -1.633
H -2.396 5.699 -0.869
H 0.841 3.417 -0.071
H 0.566 2.185 -1.347
H 0.865 3.906 -1.806
H -1.533 2.710 1.176
H -3.020 2.303 0.060

Output
- molar mass (g mol⁻¹) = 256.4
- Kohn-Sham gap (eV) = 6.605
- charge = +1
- multiplicity = 1
- largest force on an atom (eV/A) = 2.01

=====

Entry 8:
DFT (ωB97M-V with the def2-TZVPD basis set) results for a cluster of 13 separate species, C57H76N12O3 in total.

Positions of all 148 atoms, in Å:
N -5.446 -5.305 -0.379
C -4.830 -4.981 0.757
C -3.800 -4.055 0.838
C -3.323 -3.490 -0.330
C -3.914 -3.855 -1.530
C -4.985 -4.743 -1.493
H -5.249 -5.375 1.678
H -3.363 -3.793 1.792
H -2.522 -2.757 -0.349
H -3.620 -3.415 -2.474
H -5.521 -5.026 -2.395
N -1.406 -2.949 4.001
C -1.916 -4.116 4.372
C -1.788 -5.292 3.638
C -1.084 -5.235 2.453
C -0.472 -4.051 2.105
C -0.662 -2.930 2.904
H -2.553 -4.106 5.252
H -2.216 -6.208 4.020
H -0.947 -6.104 1.820
H 0.133 -3.937 1.213
H -0.245 -1.981 2.581
N 3.120 1.311 -4.837
C 3.500 0.046 -4.790
C 2.623 -1.012 -4.609
C 1.280 -0.728 -4.461
C 0.862 0.590 -4.523
C 1.822 1.577 -4.695
H 4.560 -0.128 -4.940
H 2.970 -2.036 -4.656
H 0.520 -1.493 -4.362
H -0.189 0.849 -4.497
H 1.592 2.633 -4.636
N 0.816 1.581 3.837
C 0.279 0.503 4.399
C -0.885 0.523 5.158
C -1.522 1.737 5.345
C -0.924 2.873 4.815
C 0.229 2.753 4.058
H 0.850 -0.419 4.307
H -1.235 -0.405 5.592
H -2.419 1.842 5.944
H -1.360 3.843 5.028
H 0.687 3.634 3.624
N 4.624 1.509 1.732
C 3.763 2.460 2.051
C 4.157 3.692 2.548
C 5.512 3.930 2.721
C 6.423 2.946 2.378
C 5.920 1.747 1.905
H 2.700 2.268 1.934
H 3.440 4.484 2.708
H 5.808 4.905 3.091
H 7.487 3.110 2.480
H 6.595 0.931 1.660
N 2.639 -2.153 3.732
C 3.336 -1.355 2.922
C 4.312 -1.821 2.060
C 4.499 -3.184 1.938
C 3.719 -4.041 2.704
C 2.816 -3.460 3.573
H 3.180 -0.293 3.080
H 4.847 -1.124 1.429
H 5.215 -3.578 1.226
H 3.817 -5.111 2.590
H 2.177 -4.055 4.223
C -1.462 6.393 0.129
C -1.933 4.982 0.535
O -0.843 4.498 1.354
C 0.198 5.350 1.291
O 1.266 5.188 1.782
O -0.143 6.486 0.635
H -2.075 7.178 0.571
H -1.482 6.477 -0.955
H -1.930 4.346 -0.345
H -2.854 4.944 1.104
C -5.364 -0.821 -1.482
C -6.142 0.244 -0.724
C -5.937 1.626 -1.332
C -4.566 2.126 -1.196
N -3.491 2.520 -1.088
H -4.291 -0.696 -1.321
H -5.565 -0.826 -2.555
H -5.623 -1.807 -1.096
H -5.781 0.252 0.306
H -7.200 -0.003 -0.656
H -6.586 2.388 -0.894
H -6.134 1.605 -2.409
C 0.618 5.037 -5.826
C -0.192 6.124 -5.150
C -0.770 5.740 -3.784
C 0.151 4.974 -2.936
N 0.846 4.370 -2.254
H 1.488 4.776 -5.227
H 0.946 5.350 -6.818
H 0.022 4.142 -6.032
H -1.011 6.441 -5.799
H 0.428 7.020 -5.056
H -1.636 5.091 -3.937
H -1.038 6.641 -3.234
C 4.215 -0.240 -1.338
C 5.522 -0.988 -1.175
C 6.149 -1.309 -2.531
C 7.469 -1.919 -2.458
N 8.513 -2.391 -2.402
H 3.454 -0.954 -1.678
H 4.203 0.561 -2.082
H 3.821 0.159 -0.404
H 5.341 -1.921 -0.635
H 6.220 -0.433 -0.539
H 6.211 -0.390 -3.117
H 5.465 -1.985 -3.051
C -3.488 1.845 2.318
C -2.936 0.472 2.002
C -3.606 -0.608 2.850
C -5.072 -0.629 2.755
N -6.220 -0.627 2.690
H -4.576 1.897 2.210
H -3.091 2.633 1.678
H -3.246 2.124 3.344
H -1.866 0.430 2.216
H -3.070 0.250 0.938
H -3.411 -0.466 3.917
H -3.251 -1.600 2.571
C -0.377 -5.765 -0.942
C -0.240 -5.445 -2.441
C -0.325 -3.947 -2.737
C 0.650 -3.162 -2.000
N 1.427 -2.573 -1.391
H -1.186 -5.161 -0.527
H 0.534 -5.618 -0.365
H -0.683 -6.807 -0.829
H -1.074 -5.935 -2.943
H 0.691 -5.846 -2.841
H -1.305 -3.516 -2.517
H -0.171 -3.771 -3.807
C 0.884 0.178 0.602
C 0.977 0.967 -0.688
C -0.400 1.262 -1.288
C -1.136 0.015 -1.521
N -1.712 -0.964 -1.698
H 0.186 0.667 1.292
H 1.838 0.128 1.127
H 0.539 -0.851 0.469
H 1.552 0.405 -1.427
H 1.526 1.887 -0.485
H -0.271 1.679 -2.291
H -1.019 1.928 -0.691

Output
- molar mass (g mol⁻¹) = 977.3
- Kohn-Sham gap (eV) = 9.336
- charge = 0
- multiplicity = 1
- largest force on an atom (eV/A) = 1.26

=====

Entry 9:
DFT (ωB97M-V with the def2-TZVPD basis set) results for a structure of composition C30H44FeN4OP2Si.

Positions of all 83 atoms, in Å:
Fe 4.030 2.528 -0.058
C 2.508 0.073 3.518
C 2.342 -0.531 2.344
C 1.157 -0.538 1.396
C 0.750 0.613 0.430
C 0.536 2.016 0.982
C 0.686 2.421 2.252
C 0.382 1.642 3.497
C 1.606 1.043 4.248
C 3.709 4.555 -0.234
H 3.532 0.047 3.938
H 3.288 -0.800 1.822
H 0.262 -0.802 1.970
H 1.416 -1.374 0.722
H 1.444 0.594 -0.437
H -0.221 0.349 -0.040
H 0.386 2.786 0.201
H 1.201 3.389 2.457
H -0.384 0.864 3.342
H -0.073 2.387 4.170
H 2.197 1.886 4.661
H 1.256 0.511 5.157
H 4.505 4.905 0.461
H 2.675 4.625 0.256
H 3.742 4.985 -1.263
P -2.776 -0.117 -2.536
P -1.007 -2.930 -1.721
N -4.077 0.788 -1.772
N -3.499 0.025 -4.239
N -1.660 -3.366 -0.115
N -0.620 -4.617 -2.247
C -3.570 -1.782 -2.322
C -2.628 -2.973 -2.585
C -3.861 1.726 -0.746
C -5.093 2.243 -0.359
C -6.096 1.605 -1.147
C -5.462 0.687 -1.961
C -2.750 0.456 -5.340
C -3.559 0.464 -6.474
C -4.849 -0.008 -6.083
C -4.763 -0.316 -4.727
C -1.227 -2.712 1.039
C -1.954 -3.167 2.131
C -2.874 -4.137 1.637
C -2.703 -4.212 0.264
C -1.258 -5.834 -1.968
C -0.701 -6.843 -2.747
C 0.254 -6.220 -3.616
C 0.241 -4.857 -3.335
H -4.367 -1.918 -3.067
H -3.999 -1.768 -1.299
H -3.188 -3.857 -2.266
H -2.363 -3.096 -3.655
H -2.861 1.882 -0.366
H -5.266 2.993 0.381
H -7.162 1.780 -1.159
H -5.911 -0.045 -2.607
H -1.704 0.695 -5.224
H -3.269 0.754 -7.479
H -5.743 -0.145 -6.678
H -5.520 -0.807 -4.142
H -0.473 -1.957 0.950
H -1.848 -2.823 3.147
H -3.598 -4.712 2.198
H -3.260 -4.777 -0.463
H -2.072 -5.922 -1.281
H -0.952 -7.890 -2.666
H 0.879 -6.726 -4.332
H 0.744 -4.036 -3.821
C 6.527 2.537 4.510
Si 5.506 3.276 3.009
C 4.971 4.690 4.195
C 7.059 3.698 1.997
O 4.428 2.478 2.138
H 7.252 3.342 4.760
H 7.095 1.630 4.242
H 5.910 2.346 5.405
H 5.836 5.134 4.708
H 4.450 5.525 3.712
H 4.314 4.340 5.005
H 7.491 2.776 1.585
H 6.832 4.342 1.138
H 7.824 4.186 2.605

Output
- molar mass (g mol⁻¹) = 622.6
- Kohn-Sham gap (spin up / spin down) (eV) = 6.946 / 6.554
- charge = 0
- multiplicity = 5
- largest force on an atom (eV/A) = 3.89

=====

Entry 10:
DFT (ωB97M-V with the def2-TZVPD basis set) results for a structure of composition C16H15Cl4FeNO3.

Positions of all 40 atoms, in Å:
Fe 0.302 0.236 -0.280
Cl 2.259 -4.142 1.314
C 0.661 -3.485 1.497
C -0.303 -4.238 2.177
C -1.578 -3.775 2.343
Cl -2.748 -4.756 3.191
C -1.955 -2.514 1.827
C -3.245 -1.944 1.918
C -3.481 -0.720 1.361
C -2.437 -0.036 0.717
N -1.229 -0.539 0.628
C -0.967 -1.766 1.155
C 0.388 -2.228 0.955
O 1.224 -1.496 0.321
H -0.026 -5.206 2.572
H -4.031 -2.490 2.422
H -4.461 -0.266 1.406
H -2.584 0.937 0.266
Cl 1.279 -2.821 -4.286
C 1.282 -1.435 -3.178
Cl 2.624 -0.322 -3.578
C -0.057 -0.639 -3.221
O -0.611 -0.455 -4.287
O -0.429 -0.275 -2.059
H 1.478 -1.817 -2.181
C 1.665 3.950 0.855
C 1.138 2.871 -0.093
C 0.221 3.516 -1.152
C 2.332 2.182 -0.790
C 0.307 1.817 0.599
H 2.272 4.684 0.313
H 2.282 3.511 1.641
H 0.837 4.481 1.331
H 0.760 4.185 -1.830
H -0.574 4.084 -0.661
H -0.254 2.726 -1.744
H 2.660 2.739 -1.671
H 2.130 1.154 -1.128
H 3.171 2.088 -0.098
H -0.303 2.206 1.426

Output
- molar mass (g mol⁻¹) = 467.0
- Kohn-Sham gap (spin up / spin down) (eV) = 7.119 / 7.055
- charge = -1
- multiplicity = 2
- largest force on an atom (eV/A) = 1.42